ORCA calculation (ωB97M-V with the def2-TZVPD basis set) on a cluster of 7 separate species, C17H21Cl12N3O in total in a non-equilibrium geometry.

Geometry as XYZ:
```
54
Properties=species:S:1:pos:R:3:mulliken_charge:R:1
Cl 0.54 3.09 -2.62 -0.062
C 0.26 4.81 -2.84 0.308
Cl -1.27 5.10 -3.69 -0.098
Cl 0.21 5.55 -1.18 -0.093
Cl 1.60 5.48 -3.76 -0.101
Cl -5.23 0.56 -2.34 -0.083
C -3.89 -0.21 -3.09 0.268
Cl -2.46 0.62 -2.67 0.014
Cl -3.71 -1.86 -2.36 -0.118
Cl -4.15 -0.22 -4.94 -0.134
Cl 2.83 0.92 4.48 -0.085
C 3.64 -0.01 3.22 0.292
Cl 2.58 -0.57 1.99 -0.119
Cl 4.83 1.14 2.52 -0.114
Cl 4.52 -1.38 3.91 -0.107
C -1.56 1.63 3.15 -0.369
C -2.26 1.59 4.43 -0.763
C -1.77 0.52 5.05 -0.563
N -0.75 -0.08 4.38 0.066
C -0.65 0.63 3.21 -0.144
H -1.83 2.16 2.24 0.574
H -3.07 2.20 4.79 0.399
H -1.96 0.13 6.04 0.383
H -0.13 -0.84 4.62 0.234
H 0.03 0.24 2.47 0.233
C -1.25 -5.16 -1.68 -0.236
C -0.35 -6.15 -1.96 -0.282
C -0.49 -6.47 -3.32 -0.672
N -1.34 -5.58 -3.95 -0.047
C -1.74 -4.74 -2.95 -0.280
H -1.48 -4.81 -0.69 0.372
H 0.20 -6.70 -1.21 0.391
H -0.05 -7.30 -3.87 0.394
H -1.77 -5.57 -4.86 0.240
H -2.53 -4.01 -3.07 0.167
C 2.20 4.34 2.35 -0.488
C 0.97 3.73 2.07 -0.465
C 1.20 2.71 1.06 -0.469
N 2.46 2.81 0.67 0.348
C 3.08 3.73 1.46 -1.017
H 2.32 5.09 3.10 0.458
H 0.03 3.96 2.55 0.435
H 0.54 2.13 0.44 0.469
H 3.00 2.21 0.06 0.277
H 4.13 3.97 1.34 0.496
C 0.23 -0.40 -0.94 0.563
C 0.77 -1.11 -2.19 -0.170
O 1.15 -2.41 -1.89 -0.526
H 0.14 0.66 -1.19 -0.333
H 0.94 -0.42 -0.11 -0.396
H -0.71 -0.79 -0.55 0.265
H 1.62 -0.66 -2.71 0.250
H -0.14 -1.18 -2.78 0.198
H 0.52 -3.06 -2.22 0.237
```

The molar mass is 708.8 g/mol. Its SMILES is ClC(Cl)(Cl)Cl.ClC(Cl)(Cl)Cl.ClC(Cl)(Cl)Cl.c1cc[nH]c1.c1cc[nH]c1.c1cc[nH]c1.CCO. The HOMO energy comes out at -0.282 Ha. As for the total energy: -174752.8087 eV. The relative energy (zero: lowest compared OMol25 entry of this formula, charge and spin) comes out at 0.0 kcal/mol.

ORCA calculation (ωB97M-V with the def2-TZVPD basis set) on a cluster of 6 separate species, C7H23F3NO6 in total in a non-equilibrium geometry.

Geometry as XYZ:
```
40
Properties=species:S:1:pos:R:3:mulliken_charge:R:1
N 1.25 0.19 -0.09 0.009
H 2.24 0.09 -0.56 0.351
H 0.53 0.00 -0.80 0.125
H 1.23 1.17 0.20 0.322
H 1.22 -0.44 0.71 0.359
O 3.49 -0.06 -1.40 -1.151
H 4.24 -0.50 -0.99 0.214
C -1.67 -0.31 -2.06 -0.028
O -1.78 0.13 -0.65 -0.067
O -0.42 -0.52 -2.34 -0.976
C -2.70 -1.43 -2.24 0.756
F -2.57 -1.99 -3.46 -0.275
F -2.69 -2.40 -1.31 -0.272
F -3.99 -0.95 -2.24 -0.312
C -2.74 1.12 -0.36 -0.262
C -2.49 1.56 1.08 -1.058
H -2.82 0.81 1.81 0.272
H -1.44 1.81 1.24 0.063
H -3.05 2.49 1.26 0.415
H -3.75 0.74 -0.49 0.231
H -2.57 2.01 -0.98 0.320
H -2.09 0.54 -2.65 0.198
C 0.97 3.88 1.32 -0.638
O 1.56 2.99 0.39 -0.515
H 0.44 3.34 2.10 0.252
H 1.69 4.52 1.83 0.295
H 0.25 4.53 0.80 0.275
H 2.14 3.45 -0.22 0.244
C -0.13 -1.24 2.81 -0.553
O 1.09 -1.48 2.12 -0.579
H -0.83 -0.67 2.20 0.107
H -0.63 -2.19 3.02 0.309
H 0.02 -0.75 3.78 0.279
H 1.55 -2.14 2.63 0.297
C 2.17 -3.29 -0.99 -0.286
O 3.33 -2.80 -1.59 -0.569
H 1.23 -2.83 -1.31 0.119
H 2.11 -4.37 -1.17 0.309
H 2.24 -3.20 0.11 0.032
H 3.36 -1.81 -1.52 0.387
```

The molar mass is 274.3 g/mol. The HOMO energy comes out at -0.161 Ha. As for the net charge: -1. As for the total energy: -29559.2104 eV. The relative energy (zero: lowest compared OMol25 entry of this formula, charge and spin) comes out at 0.0 kcal/mol.

ORCA calculation (ωB97M-V with the def2-TZVPD basis set) on a structure of composition C5H8N2O in a non-equilibrium geometry.

Geometry as XYZ:
```
16
Properties=species:S:1:pos:R:3:mulliken_charge:R:1
C -2.56 -0.13 0.66 -1.033
C -1.68 -0.05 -0.61 -0.164
C 0.79 -0.45 -0.24 0.440
C 2.70 0.75 -0.03 -0.318
C 2.96 -0.60 0.16 0.009
H -3.64 0.26 0.42 0.312
H -2.86 -1.14 0.83 0.346
H -2.24 0.43 1.62 0.265
H -1.67 1.20 -0.94 0.143
H -2.35 -0.79 -1.26 0.228
H 0.86 1.99 -1.07 0.336
H 3.12 1.55 0.65 0.239
H 3.74 -1.59 0.65 0.284
N -0.37 -0.91 -0.64 -0.425
N 1.33 0.82 -0.13 -0.324
O 1.85 -1.34 -0.05 -0.337
```

The molar mass is 112.1 g/mol. The HOMO energy comes out at -0.294 Ha. As for the total energy: -10335.3050 eV. The relative energy (zero: lowest compared OMol25 entry of this formula, charge and spin) comes out at 171.1 kcal/mol.

ORCA calculation (ωB97M-V with the def2-TZVPD basis set) on a cluster of 2 separate species, C4H9NO in total in a non-equilibrium geometry.

Geometry as XYZ:
```
15
Properties=species:S:1:pos:R:3:mulliken_charge:R:1
C 2.63 0.42 -1.21 -0.822
C 2.17 0.69 0.05 -0.063
N 1.86 -0.23 1.03 -0.501
H 2.41 -0.57 -1.58 0.286
H 3.47 1.04 -1.50 0.270
H 2.05 1.77 0.25 0.333
H 2.30 -1.13 0.92 0.260
H 0.89 -0.44 1.24 0.238
C -3.04 -0.88 -0.56 -0.689
C -2.37 -0.31 0.43 0.086
O -1.21 0.40 0.28 -0.407
H -3.97 -1.42 -0.45 0.244
H -2.75 -0.65 -1.59 0.205
H -2.88 -0.19 1.38 0.306
H -1.27 0.81 -0.58 0.253
```

The molar mass is 87.1 g/mol. Its SMILES is C=CN.C=CO. The HOMO energy comes out at -0.308 Ha. As for the total energy: -7828.8649 eV. The relative energy (zero: lowest compared OMol25 entry of this formula, charge and spin) comes out at 79.7 kcal/mol.

ORCA calculation (ωB97M-V with the def2-TZVPD basis set) on an isolated molecule of C4H7NO2 in a non-equilibrium geometry.

Geometry as XYZ:
```
14
Properties=species:S:1:pos:R:3:mulliken_charge:R:1
C -1.90 0.57 1.16 -0.755
O -1.35 0.20 -0.12 -0.350
C 0.00 0.02 -0.11 0.606
N 0.40 -0.97 0.82 -0.499
C 0.66 0.51 -1.17 -0.266
C 1.95 -0.01 -1.52 -0.091
O 2.57 0.23 -2.56 -0.511
H -2.23 -0.29 1.67 0.348
H -2.77 1.31 1.04 0.247
H -1.25 1.00 1.92 0.343
H 1.51 -1.17 0.95 0.257
H -0.44 -1.71 0.77 0.274
H 0.25 1.08 -2.03 0.323
H 2.59 -0.75 -0.83 0.073
```

The molar mass is 101.1 g/mol. Its SMILES is CO/C(N)=C/C=O. The HOMO energy comes out at -0.333 Ha. As for the total energy: -9844.0526 eV. The relative energy (zero: lowest compared OMol25 entry of this formula, charge and spin) comes out at 74.4 kcal/mol.

What is the relative energy (zero: lowest compared OMol25 entry of this formula, charge and spin) in the fifth record? 74.4 kcal/mol

What did the fifth record say?
ORCA calculation (ωB97M-V with the def2-TZVPD basis set) on an isolated molecule of C4H7NO2 in a non-equilibrium geometry.

Geometry as XYZ:
```
14
Properties=species:S:1:pos:R:3:mulliken_charge:R:1
C -1.90 0.57 1.16 -0.755
O -1.35 0.20 -0.12 -0.350
C 0.00 0.02 -0.11 0.606
N 0.40 -0.97 0.82 -0.499
C 0.66 0.51 -1.17 -0.266
C 1.95 -0.01 -1.52 -0.091
O 2.57 0.23 -2.56 -0.511
H -2.23 -0.29 1.67 0.348
H -2.77 1.31 1.04 0.247
H -1.25 1.00 1.92 0.343
H 1.51 -1.17 0.95 0.257
H -0.44 -1.71 0.77 0.274
H 0.25 1.08 -2.03 0.323
H 2.59 -0.75 -0.83 0.073
```

The molar mass is 101.1 g/mol. Its SMILES is CO/C(N)=C/C=O. The HOMO energy comes out at -0.333 Ha. As for the total energy: -9844.0526 eV. The relative energy (zero: lowest compared OMol25 entry of this formula, charge and spin) comes out at 74.4 kcal/mol.

Which of these has the lowest HOMO? C4H7NO2